112
Properties=species:S:1:pos:R:3:mulliken_charge:R:1 method="wB97M-V/def2-TZVPD" orbital_gap_ha="0.2968 / 0.3003" e_tot_ha=-6302.39796 lumo_ha="0.0124 / 0.0163" spin_multiplicity=2
Fe -1.44 -0.73 0.10 0.3040
C 0.38 4.08 -0.36 -2.3270
C 1.27 4.18 -1.61 2.1607
C 2.57 4.90 -1.23 -1.7523
C 0.53 5.01 -2.66 -2.0225
P 1.39 2.40 -2.22 0.8725
C 2.68 1.79 -1.02 -1.9988
N 2.55 0.40 -0.62 0.4683
B 1.56 -0.61 -0.77 0.2359
N 1.92 -1.74 0.01 0.4011
C 1.22 -3.00 0.11 -2.2990
P -0.57 -2.85 0.63 2.5968
C -1.24 -4.36 -0.27 1.7629
C -1.18 -4.09 -1.79 -1.2913
C -0.42 -5.64 -0.04 -1.8863
C -2.69 -4.65 0.14 -1.5886
C -0.53 -3.20 2.47 2.6304
C 0.67 -2.40 2.99 -1.8397
C -0.34 -4.65 2.90 -2.1364
C -1.81 -2.63 3.09 -1.7758
C 3.14 -1.44 0.62 0.6028
C 3.95 -2.20 1.45 -0.4918
C 5.13 -1.62 1.92 -1.0458
C 5.49 -0.33 1.56 -0.9890
C 4.69 0.42 0.71 -0.3265
C 3.52 -0.15 0.23 0.2592
C 2.36 2.32 -3.82 1.6809
C 1.37 2.52 -4.98 -1.7793
C 3.54 3.28 -3.98 -1.8108
C 2.88 0.87 -3.91 -1.7208
H 0.13 5.09 -0.01 0.6156
H 0.89 3.56 0.46 0.2817
H -0.54 3.54 -0.57 0.2711
H 2.33 5.82 -0.70 0.5214
H 3.16 5.17 -2.10 0.3758
H 3.20 4.31 -0.56 0.2464
H 0.28 5.99 -2.23 0.5045
H -0.40 4.53 -2.96 0.2853
H 1.14 5.18 -3.54 0.3892
H 2.61 2.41 -0.12 0.7525
H 3.68 1.95 -1.42 0.6767
H 1.75 -3.66 0.79 0.2759
H 1.22 -3.49 -0.86 0.4402
H -0.16 -4.10 -2.16 0.3667
H -1.63 -3.15 -2.07 -0.2542
H -1.72 -4.89 -2.30 0.5796
H 0.65 -5.51 -0.20 0.2171
H -0.58 -6.07 0.94 0.3786
H -0.76 -6.38 -0.77 0.6016
H -3.36 -3.81 -0.05 0.2378
H -2.76 -4.92 1.20 0.2459
H -3.05 -5.50 -0.44 0.5842
H 1.62 -2.86 2.73 0.1771
H 0.62 -2.34 4.08 0.7955
H 0.66 -1.39 2.60 -0.5788
H 0.52 -5.13 2.43 0.3460
H -1.23 -5.26 2.71 0.3668
H -0.17 -4.66 3.98 0.5187
H -1.91 -1.56 2.90 -0.2220
H -1.78 -2.79 4.17 0.6318
H -2.71 -3.12 2.71 0.2234
H 3.68 -3.21 1.74 0.4499
H 5.77 -2.19 2.58 0.4137
H 6.41 0.10 1.94 0.4149
H 4.97 1.43 0.44 0.4706
H 0.92 3.51 -4.97 0.3228
H 0.57 1.79 -4.93 0.2947
H 1.90 2.40 -5.93 0.5020
H 3.21 4.31 -4.09 0.2997
H 4.11 3.02 -4.88 0.5044
H 4.23 3.23 -3.13 0.2667
H 2.08 0.15 -3.78 0.1945
H 3.66 0.66 -3.18 0.2523
H 3.31 0.71 -4.91 0.6284
C -3.11 1.56 -2.48 -1.6881
C -3.09 1.74 -0.99 0.6302
C -4.05 2.48 -0.33 -1.0717
C -3.97 2.57 1.07 -1.0418
C -2.95 1.98 1.76 -0.7795
C -1.94 1.32 1.02 1.0958
N -2.05 1.20 -0.32 -0.1421
N -0.88 0.61 1.51 0.3783
Si -0.15 1.22 2.98 0.5019
C -0.88 0.54 4.58 -1.2502
C -0.38 3.10 3.07 -1.2523
C 1.70 0.96 2.96 -1.0201
H -4.04 1.10 -2.82 0.3869
H -2.27 0.94 -2.79 0.0227
H -3.02 2.53 -2.97 0.5240
H -4.85 2.95 -0.88 0.5159
H -4.76 3.09 1.61 0.3978
H -2.91 1.99 2.84 0.3685
H -1.92 0.86 4.70 0.3069
H -0.32 0.94 5.43 0.4483
H -0.87 -0.55 4.64 0.2188
H -0.71 3.54 2.12 0.2458
H 0.57 3.57 3.33 0.5043
H -1.10 3.39 3.83 0.4132
H 2.05 -0.06 3.06 0.2530
H 2.14 1.54 3.79 0.6235
H 2.11 1.37 2.03 0.0311
Cl 0.11 -0.70 -1.82 -0.4143
C -2.94 -1.45 -0.91 1.0239
C -3.24 -1.28 0.39 -0.7049
C -4.52 -1.21 0.86 -0.3351
Cl -4.89 -0.91 2.52 -0.1923
C -5.55 -1.42 -0.08 0.3015
Cl -7.20 -1.40 0.44 -0.2064
C -5.25 -1.62 -1.42 0.0185
Cl -6.52 -1.85 -2.57 -0.2064
C -3.92 -1.61 -1.85 0.4929
Cl -3.54 -1.78 -3.54 -0.1587


35
Properties=species:S:1:pos:R:3:mulliken_charge:R:1 method="wB97M-V/def2-TZVPD" orbital_gap_ha=0.3210 e_tot_ha=-3950.52602 lumo_ha=-0.0038 relative_energy_kcal_mol=9.04
Pt -0.90 1.11 1.05 0.2434
F 2.91 0.85 4.04 -0.3335
C 2.78 1.94 3.26 0.4089
F 3.94 2.61 3.32 -0.2662
F 1.84 2.71 3.83 -0.2676
C 2.34 1.52 1.82 1.2687
O 1.13 0.95 1.88 -0.6388
C 3.35 0.45 1.27 0.4176
F 4.64 0.82 1.37 -0.2672
F 3.10 0.20 -0.02 -0.2469
F 3.22 -0.70 1.93 -0.2222
C 2.40 2.78 0.90 0.2626
F 1.68 3.78 1.43 -0.2125
F 3.64 3.25 0.71 -0.2692
F 1.88 2.53 -0.31 -0.2370
S -0.95 -1.05 1.82 -0.4262
C -0.23 -0.84 3.33 0.3868
N 0.53 -1.76 3.90 -0.0984
C 0.85 -1.56 5.30 -0.7049
C 0.79 -0.05 5.51 -0.2378
S -0.49 0.53 4.35 -0.0951
H 0.75 -2.60 3.39 0.2665
H 1.85 -1.96 5.51 0.3719
H 0.12 -2.08 5.93 0.3145
H 1.73 0.43 5.24 0.0528
H 0.52 0.21 6.53 0.5274
Cl -2.63 6.08 -0.17 -0.0928
C -1.03 5.43 -0.52 0.7683
Cl -0.73 5.40 -2.26 -0.0897
Cl 0.22 6.37 0.31 -0.0782
C -0.97 4.05 -0.03 0.1273
N -0.93 2.97 0.35 -0.6498
F -3.19 -0.02 -0.36 -0.2256
B -2.81 0.92 0.52 0.4780
F -3.81 1.69 0.96 -0.2354


72
Properties=species:S:1:pos:R:3:mulliken_charge:R:1 method="wB97M-V/def2-TZVPD" orbital_gap_ha="0.2424 / 0.2360" charge=+1 e_tot_ha=-1260.33705 lumo_ha="-0.1211 / -0.1370" spin_multiplicity=4
C 1.24 -1.66 0.39 -0.0700
C 1.82 -1.10 -0.83 1.1589
C 0.92 -1.30 -1.90 0.1835
C -0.23 -1.97 -1.42 1.3840
C -0.07 -2.21 0.01 1.7011
Tc -0.27 -0.24 0.51 0.0892
C -3.74 1.18 -1.19 0.6858
C -3.06 0.84 0.04 -0.8364
H -2.57 1.60 0.68 0.1362
C -2.40 -0.48 0.30 -0.8805
H -2.61 -1.25 -0.47 0.3582
H -2.81 -0.90 1.26 0.8370
C -3.46 2.75 -1.40 -1.0133
H -2.62 3.06 -0.73 0.1919
H -2.96 2.88 -2.38 0.2395
H -4.28 3.51 -1.33 0.3261
C -2.93 0.47 -2.42 -0.9293
H -1.88 0.28 -2.05 -0.0324
H -3.33 -0.44 -2.95 0.3000
H -2.67 1.23 -3.17 0.3660
C 3.21 -0.62 -0.93 -1.6228
H 3.56 -0.23 0.03 0.3853
H 3.89 -1.43 -1.26 0.2777
H 3.28 0.21 -1.64 0.3401
C 1.23 -1.00 -3.32 -1.5227
H 1.73 -0.03 -3.42 0.2241
H 1.89 -1.76 -3.77 0.3071
H 0.31 -0.96 -3.93 0.3259
C -1.25 -2.66 -2.26 -1.8911
H -1.42 -2.12 -3.20 0.3641
H -0.90 -3.67 -2.51 0.3519
H -2.20 -2.76 -1.73 0.3887
C -0.79 -3.24 0.80 -2.0705
H -1.82 -3.35 0.45 0.3627
H -0.28 -4.21 0.71 0.3849
H -0.81 -2.96 1.87 0.2613
C 2.04 -2.16 1.54 -1.7876
H 1.47 -2.10 2.47 0.3344
H 2.32 -3.21 1.37 0.3185
H 2.96 -1.58 1.65 0.4775
C 2.28 2.25 -1.21 -0.2701
C 0.99 2.65 -1.89 0.0699
C 3.26 2.72 -1.97 -0.3817
C 0.79 2.72 -3.30 -0.2780
H -0.09 2.86 -1.67 0.3119
C 3.10 3.05 -3.39 -0.2952
H 4.25 2.87 -1.52 0.3819
C 1.90 2.99 -4.11 -0.5736
H -0.25 2.72 -3.72 0.2945
H 4.00 3.41 -3.86 0.3755
H 1.79 3.15 -5.21 0.3913
C -2.56 -0.16 3.78 -0.8436
N -1.29 0.02 4.48 0.1247
C -1.38 0.28 5.90 -1.0659
C -0.16 0.15 3.76 0.9667
N -0.26 0.05 2.40 -0.2214
N 1.04 0.42 4.29 0.0505
C 1.43 0.02 5.63 -1.1200
C 2.14 0.76 3.40 -1.1809
H -3.36 -0.09 4.52 0.4210
H -2.61 -1.15 3.31 0.2471
H -2.72 0.63 3.03 0.3434
H -0.94 -0.53 6.50 0.3623
H -0.94 1.25 6.18 0.3841
H -2.45 0.33 6.16 0.3486
H -1.20 -0.36 2.10 -0.5345
H 1.34 -1.08 5.80 0.3701
H 2.50 0.28 5.73 0.3565
H 0.89 0.56 6.42 0.3728
H 2.66 -0.14 3.03 0.3702
H 1.79 1.35 2.55 0.3185
H 2.86 1.34 3.99 0.4983


16
Properties=species:S:1:pos:R:3:mulliken_charge:R:1 method="wB97M-V/def2-TZVPD" orbital_gap_ha=0.4036 e_tot_ha=-363.07372 lumo_ha=0.0312 relative_energy_kcal_mol=7.41 smiles="C[C@@H](O)CC(N)=O"
C 0.44 -1.24 1.82 -1.4415
C 0.08 -0.97 0.37 0.4492
O -1.33 -1.08 0.28 -0.5757
C 0.55 0.41 -0.10 -0.5979
C -0.14 0.79 -1.40 0.4629
O -0.42 -0.04 -2.25 -0.6551
N -0.42 2.11 -1.55 -0.3874
H -0.01 -0.47 2.45 0.3722
H 1.52 -1.23 1.97 0.3527
H 0.03 -2.20 2.13 0.3493
H 0.54 -1.73 -0.28 0.2266
H -1.52 -1.07 -0.68 0.3570
H 0.36 1.16 0.68 0.3102
H 1.63 0.40 -0.29 0.3181
H -0.94 2.39 -2.37 0.2501
H -0.38 2.76 -0.78 0.2093


59
Properties=species:S:1:pos:R:3:mulliken_charge:R:1 method="wB97M-V/def2-TZVPD" orbital_gap_ha=0.2324 charge=+2 e_tot_ha=-3264.79834 lumo_ha=-0.3096 relative_energy_kcal_mol=1.95
N 2.16 -0.60 -0.90 -0.8933
C 3.26 -0.97 -0.50 0.8664
O 4.32 -1.32 -0.14 -0.3836
Cu -0.24 1.06 -3.44 0.1756
Nb 0.16 -0.31 -0.99 1.2445
N -0.31 -1.96 -1.92 0.3131
N -0.26 1.65 -1.68 0.7908
C -0.02 -3.40 -1.87 0.8036
C 0.68 2.80 -1.50 0.7997
C 0.48 -3.86 -3.24 -1.4485
C -1.30 -4.14 -1.48 -1.2603
C 1.05 -3.70 -0.84 -1.5038
C 0.24 3.95 -2.42 -1.4883
C 0.67 3.26 -0.05 -1.5788
C 2.09 2.39 -1.92 -1.5510
H -0.29 -3.78 -4.01 0.4236
H 0.78 -4.91 -3.17 0.4442
H 1.35 -3.27 -3.54 0.3517
H -1.67 -3.77 -0.52 0.2717
H -1.08 -5.21 -1.38 0.4560
H -2.08 -4.02 -2.24 0.3846
H 1.98 -3.17 -1.05 0.2641
H 1.25 -4.78 -0.87 0.5534
H 0.72 -3.45 0.18 0.2279
H 0.14 3.61 -3.46 0.3690
H 1.01 4.74 -2.39 0.4674
H -0.71 4.39 -2.10 0.3763
H -0.32 3.65 0.24 0.3491
H 1.41 4.07 0.07 0.5469
H 0.94 2.45 0.64 0.3692
H 2.47 1.57 -1.31 0.2699
H 2.75 3.26 -1.80 0.5137
H 2.11 2.08 -2.97 0.3871
C -1.69 2.07 -1.53 -1.0775
H -2.28 1.32 -0.99 0.2917
H -1.75 3.01 -0.98 0.3742
H -2.15 2.21 -2.52 0.2348
C -1.38 -1.56 -2.87 -0.4700
H -2.33 -1.33 -2.36 0.4021
H -1.05 -0.69 -3.50 -0.1720
H -1.53 -2.40 -3.55 0.5926
C 0.04 2.09 6.37 -1.4002
C -0.31 1.29 5.15 0.9189
C -0.22 -0.10 5.19 -0.7354
C -0.50 -0.86 4.06 -0.7292
C -0.89 -0.22 2.87 0.1174
C -1.02 1.18 2.83 -0.4799
C -0.72 1.92 3.97 -0.9186
S -1.01 -1.20 1.42 1.8830
O 0.44 -1.28 0.94 -0.4215
O -1.66 -2.46 1.61 -0.6127
O -1.59 -0.31 0.31 -0.6036
H -0.68 1.91 7.19 0.3380
H 1.03 1.82 6.75 0.3628
H 0.04 3.16 6.15 0.3677
H 0.08 -0.60 6.11 0.4266
H -0.42 -1.95 4.08 0.4625
H -1.35 1.67 1.92 0.5961
H -0.81 3.01 3.95 0.3408


92
Properties=species:S:1:pos:R:3:mulliken_charge:R:1 method="wB97M-V/def2-TZVPD" orbital_gap_ha=0.2438 e_tot_ha=-2450.48571 lumo_ha=-0.0440 smiles="C[C@H](O)C[C@H]1C(=O)N[C@@H](CC=O)[C@H]1[C@H](C)F.CN(C)P(=O)(N(C)C)N(C)C.CN(C)P(=O)(N(C)C)N(C)C"
C -5.37 -5.38 2.84 -1.2243
C -4.11 -5.84 1.94 0.0878
O -2.96 -6.13 2.76 -0.5247
C -3.81 -4.79 0.75 -0.3477
C -2.43 -4.01 0.89 0.2140
C -1.06 -4.82 0.63 0.2162
O -0.90 -6.04 0.63 -0.6047
N 0.03 -3.86 0.41 -0.2299
C -0.65 -2.55 0.10 -0.0696
C 0.05 -1.91 -1.18 -0.7281
C 1.45 -1.28 -0.68 0.1151
O 2.26 -1.88 0.04 -0.5030
C -2.24 -2.56 0.25 -0.1186
C -3.18 -2.07 -0.93 0.3771
C -4.39 -1.20 -0.30 -1.0517
F -3.64 -3.10 -1.80 -0.4075
H -5.12 -4.42 3.38 0.3163
H -6.28 -5.21 2.17 0.3294
H -5.58 -6.25 3.55 0.3298
H -4.42 -6.84 1.48 0.2759
H -2.83 -5.44 3.44 0.3553
H -3.72 -5.43 -0.20 0.3040
H -4.71 -4.11 0.60 0.0980
H -2.35 -3.77 2.02 0.1196
H 0.57 -4.27 -0.37 0.3158
H -0.32 -1.92 0.98 0.1634
H 0.21 -2.71 -1.97 0.2913
H -0.51 -1.05 -1.65 0.3381
H 1.68 -0.19 -0.97 0.3194
H -2.45 -1.82 1.10 0.1936
H -2.62 -1.32 -1.60 0.2454
H -5.20 -1.84 0.15 0.2543
H -3.99 -0.44 0.46 0.1991
H -4.76 -0.56 -1.17 0.3596
O -3.54 2.20 0.51 -0.8733
P -3.80 3.30 1.55 0.6719
N -5.33 3.76 0.96 0.3579
C -5.60 4.48 -0.27 -1.1004
C -6.40 2.81 1.26 -1.0408
N -2.45 4.26 1.09 0.2499
C -2.49 5.38 0.16 -1.0534
C -1.23 3.50 0.82 -1.0799
N -4.07 4.49 2.83 0.0233
C -4.89 5.68 2.83 -0.8556
C -3.19 4.38 3.99 -1.1247
H -6.62 4.89 -0.24 0.4071
H -5.50 3.85 -1.16 0.2781
H -4.97 5.35 -0.38 0.3573
H -6.70 2.91 2.31 0.3060
H -6.07 1.77 1.11 0.1662
H -7.28 2.96 0.65 0.4067
H -2.78 5.06 -0.85 0.3592
H -1.51 5.86 0.09 0.3662
H -3.16 6.17 0.51 0.2289
H -1.22 3.08 -0.19 0.3236
H -1.12 2.67 1.53 0.2953
H -0.34 4.12 0.94 0.3636
H -4.76 6.29 1.94 0.2561
H -4.66 6.33 3.68 0.4121
H -5.95 5.43 2.93 0.2156
H -2.34 5.06 3.90 0.3301
H -2.81 3.36 4.09 0.3300
H -3.72 4.61 4.92 0.4530
O 5.54 0.85 -3.57 -0.8442
P 6.61 -0.09 -2.99 0.6814
N 5.53 -1.14 -2.21 0.2887
C 4.74 -0.85 -1.02 -0.8880
C 4.80 -2.03 -3.11 -1.1632
N 7.37 1.13 -2.03 0.2343
C 7.09 1.39 -0.64 -1.0347
C 7.53 2.42 -2.71 -1.0817
N 7.88 -1.18 -2.42 0.0521
C 7.91 -2.06 -1.28 -0.8555
C 9.19 -1.02 -3.07 -1.1411
H 4.37 -1.78 -0.58 0.5216
H 3.88 -0.20 -1.23 0.0963
H 5.33 -0.41 -0.23 0.2001
H 5.46 -2.85 -3.43 0.3066
H 4.46 -1.51 -4.01 0.3411
H 3.93 -2.49 -2.65 0.3366
H 6.06 1.72 -0.48 0.3459
H 7.75 2.18 -0.25 0.3678
H 7.31 0.53 -0.01 0.2181
H 6.62 3.02 -2.67 0.3292
H 7.79 2.27 -3.77 0.3019
H 8.35 3.00 -2.27 0.3579
H 7.55 -1.59 -0.37 0.2457
H 8.92 -2.41 -1.06 0.4163
H 7.31 -2.96 -1.46 0.2069
H 9.84 -0.37 -2.48 0.3324
H 9.07 -0.59 -4.07 0.3374
H 9.68 -1.99 -3.21 0.4513


8
Properties=species:S:1:pos:R:3:mulliken_charge:R:1 method="wB97M-V/def2-TZVPD" orbital_gap_ha=0.2541 charge=-1 e_tot_ha=-924.70839 lumo_ha=0.1211 relative_energy_kcal_mol=28.63
C 0.16 -1.33 -0.19 -0.7357
C -0.60 -2.26 0.37 0.5424
C 0.68 2.54 -0.51 0.6729
O 0.67 2.97 0.54 -0.3558
O 0.78 2.15 -1.55 -0.3139
F 0.00 0.03 0.38 -0.2536
F -1.51 -2.26 1.45 -0.2901
Cl -0.72 -3.91 -0.19 -0.2661


27
Properties=species:S:1:pos:R:3:mulliken_charge:R:1 method="wB97M-V/def2-TZVPD" orbital_gap_ha=0.3232 e_tot_ha=-482.84068 lumo_ha=0.0339 relative_energy_kcal_mol=46.75 smiles=Cc1c[nH]c2ccccc12.CC
C -2.79 0.27 -0.67 -1.2972
C -0.11 -0.09 -0.83 0.8396
C -1.37 0.57 -0.38 0.7836
C 1.01 0.73 -0.43 -0.1904
C -0.98 1.62 0.45 -1.1309
C 0.04 -1.09 -1.81 -0.5120
C 1.28 -1.32 -2.38 -0.4802
C 2.44 -0.72 -1.75 -0.3850
C 2.31 0.28 -0.76 -0.6458
N 0.45 1.70 0.45 -0.0848
H -0.91 -1.53 -2.15 0.3518
H 1.39 -2.02 -3.25 0.3093
H 3.38 -0.99 -2.31 0.2689
H -3.25 0.88 0.17 0.3344
H -3.07 -0.76 -0.62 0.3591
H -1.63 2.23 1.03 0.5197
H 1.03 2.11 1.21 0.2712
H 3.19 0.63 -0.23 0.3556
H -2.97 0.62 -1.69 0.3234
C 0.05 -1.09 2.92 -0.6579
C -1.27 -0.51 3.35 -0.6852
H 0.91 -0.47 2.77 0.2395
H 0.28 -1.90 3.68 0.3058
H -0.12 -1.46 1.91 0.1120
H -1.41 -0.90 4.34 0.3483
H -2.01 -0.88 2.72 0.2235
H -1.48 0.65 3.08 0.1237


24
Properties=species:S:1:pos:R:3:mulliken_charge:R:1 method="wB97M-V/def2-TZVPD" orbital_gap_ha="0.3069 / 0.2488" e_tot_ha=-368.38364 lumo_ha="-0.0030 / -0.0145" relative_energy_kcal_mol=118.67
C -0.08 -0.95 0.62 1.8884
C -0.59 -1.46 1.98 -1.8078
C -0.95 -1.41 -0.48 -1.3591
C 1.38 -1.37 0.39 -1.7062
C 0.82 2.66 -0.84 -1.3794
C -0.14 1.51 -0.66 1.1572
C -0.12 0.65 0.76 -0.6291
C -0.67 0.85 -1.82 -0.9775
N -1.07 1.54 0.44 -0.8363
H 0.41 0.87 1.69 0.5480
H 1.73 -1.01 -0.58 0.3647
H -0.59 -2.55 2.01 0.4075
H 0.06 -1.10 2.78 0.4075
H -1.60 -1.10 2.16 0.4265
H -0.64 -2.32 -0.99 0.3934
H -0.90 -0.54 -1.34 0.0625
H -2.02 -1.39 -0.27 0.4048
H 2.03 -0.95 1.15 0.3803
H 1.48 -2.45 0.42 0.4407
H 1.78 2.32 -1.24 0.2897
H 1.00 3.15 0.12 0.3955
H 0.42 3.41 -1.54 0.3491
H -1.71 1.02 -2.08 0.3891
H -0.03 0.61 -2.66 0.3904